1.
{
  "formula": "C6H4O",
  "method": "wB97M-V/def2-TZVPD",
  "de_lowest_ev": 4.367,
  "gap_ha": 0.346,
  "homo_ev": -9.34,
  "charge": 0,
  "symbols": ["C", "C", "C", "C", "C", "C", "O", "H", "H", "H", "H"],
  "xyz": [[-1.8028, -2.1936, 0.9239], [-1.2194, -1.2045, 0.5641], [-0.4944, -0.0498, 0.1196], [0.8125, -0.1266, -0.2161], [1.4329, 1.0470, -0.7542], [1.7161, 2.1780, -1.2516], [-1.2371, 1.0662, 0.0509], [-2.3282, -3.0690, 1.2384], [1.3475, -1.0629, -0.1338], [2.4375, 1.6138, -0.3073], [-0.6646, 1.8014, -0.2339]],
  "forces_ev_per_a": [[0.219, 0.418, -0.153], [-0.267, -0.504, 0.205], [0.191, -0.168, -0.002], [-0.183, -0.082, 0.013], [-0.148, 0.404, -0.272], [0.080, -0.595, 0.290], [0.150, 0.093, -0.057], [0.091, 0.155, -0.044], [-0.093, 0.113, -0.042], [0.063, 0.248, 0.013], [-0.102, -0.083, 0.050]]
}

---

2.
{
  "formula": "C33H23BrGeIrO9",
  "method": "wB97M-V/def2-TZVPD",
  "de_lowest_ev": 0.987,
  "gap_ha": [0.238, 0.195],
  "homo_ev": [-9.13, -9.13],
  "spin_multiplicity": 2,
  "s_squared": 0.780,
  "charge": 0,
  "symbols": ["Ir", "O", "C", "C", "O", "C", "C", "O", "C", "O", "O", "Br", "C", "C", "C", "C", "C", "C", "C", "O", "O", "H", "H", "H", "H", "O", "C", "O", "C", "C", "Ge", "C", "C", "C", "C", "C", "C", "C", "C", "C", "C", "C", "C", "C", "C", "C", "C", "C", "C", "H", "H", "H", "H", "H", "H", "H", "H", "H", "H", "H", "H", "H", "H", "H", "H", "H", "H", "H"],
  "xyz": [[2.5950, -0.2110, -0.3089], [2.4790, 5.1346, 2.8447], [2.5766, 4.1237, 2.2238], [2.6681, 4.0036, 0.6865], [2.7523, 4.9029, -0.0947], [2.6357, 2.5299, 0.4086], [2.6113, 1.7913, 1.6269], [2.5829, 0.5234, 1.6154], [2.5784, 2.6949, 2.8100], [2.5449, 2.3980, 3.9701], [2.6004, 1.9361, -0.6889], [5.6739, -4.4415, 4.8088], [5.6130, -3.4070, 3.2240], [4.6127, -3.6474, 2.2986], [4.5627, -2.8822, 1.1431], [5.5183, -1.9014, 0.9160], [6.5322, -1.6902, 1.8452], [6.5768, -2.4323, 3.0125], [5.5285, -1.0725, -0.3356], [6.5543, -0.6560, -0.7974], [4.3401, -0.8234, -0.9182], [3.8823, -4.4239, 2.4774], [3.7855, -3.0646, 0.4181], [7.2864, -0.9427, 1.6400], [7.3522, -2.2628, 3.7460], [1.7291, -1.9842, 0.4538], [0.5355, -1.5561, 0.3434], [0.3865, -0.4070, -0.1694], [-0.6412, -2.3568, 0.8258], [-2.0250, -1.8226, 0.3840], [-2.1152, -0.1034, -0.6280], [-1.6027, -0.2146, -2.5121], [-1.8666, 0.8304, -3.3919], [-1.5400, 0.7208, -4.7369], [-0.9612, -0.4439, -5.2216], [-0.6843, -1.4903, -4.3537], [-0.9986, -1.3704, -3.0058], [-2.0117, 1.6552, 0.2346], [-1.0403, 1.9917, 1.1782], [-1.0288, 3.2465, 1.7737], [-1.9842, 4.1890, 1.4234], [-2.9488, 3.8709, 0.4776], [-2.9646, 2.6118, -0.1091], [-4.1443, -0.2825, -0.8074], [-4.7301, -0.8732, -1.9242], [-6.0525, -1.3096, -1.8864], [-6.8019, -1.1596, -0.7308], [-6.2398, -0.5477, 0.3815], [-4.9220, -0.1094, 0.3396], [-0.5456, -2.3455, 1.9154], [-0.4698, -3.3881, 0.5141], [-2.6708, -1.6915, 1.2492], [-2.5265, -2.5381, -0.2661], [-2.3345, 1.7391, -3.0293], [-1.7384, 1.5451, -5.4101], [-0.7342, -0.5403, -6.2754], [-0.2262, -2.3985, -4.7251], [-0.7690, -2.1938, -2.3357], [-0.2876, 1.2627, 1.4593], [-0.2827, 3.4898, 2.5229], [-1.9825, 5.1647, 1.8915], [-3.6986, 4.6008, 0.2011], [-3.7348, 2.3678, -0.8301], [-4.1551, -1.0018, -2.8346], [-6.4899, -1.7749, -2.7618], [-7.8230, -1.5184, -0.6950], [-6.8237, -0.4176, 1.2850], [-4.4978, 0.3742, 1.2148]],
  "forces_ev_per_a": [[-2.202, -0.236, 1.750], [0.039, -0.020, 0.011], [-0.031, 0.030, -0.021], [-0.119, 0.081, -0.038], [-0.009, -0.057, -0.017], [-0.054, -0.072, 0.279], [0.069, 0.389, -0.022], [-0.159, -0.749, -1.081], [-0.025, -0.099, 0.056], [-0.010, -0.026, -0.023], [0.851, -0.783, -0.703], [-0.002, 0.023, -0.020], [0.017, -0.022, 0.044], [-0.032, -0.022, -0.024], [0.042, 0.009, 0.073], [-0.131, 0.172, -0.130], [0.001, -0.022, 0.037], [0.003, 0.010, -0.035], [0.184, -0.029, 0.382], [-0.061, 0.018, -0.210], [-0.025, 0.611, -0.030], [-0.003, 0.006, 0.000], [-0.007, -0.017, -0.032], [-0.009, 0.015, -0.001], [0.000, -0.012, 0.003], [0.680, 0.203, -0.522], [-0.300, -0.044, -0.024], [0.970, 0.516, 0.290], [-0.076, 0.176, -0.129], [1.114, 0.268, 0.029], [-2.348, -0.072, -0.436], [0.551, -0.129, 0.361], [0.010, 0.020, 0.012], [-0.044, -0.005, -0.014], [-0.011, -0.016, 0.003], [-0.030, -0.034, 0.023], [0.012, 0.084, -0.056], [0.566, -0.281, 0.047], [0.017, 0.038, 0.016], [0.061, -0.042, 0.006], [-0.046, 0.037, -0.038], [0.023, -0.012, 0.010], [0.049, 0.042, 0.024], [0.808, -0.005, 0.172], [-0.159, 0.010, 0.101], [0.096, 0.051, -0.104], [-0.060, -0.017, 0.004], [0.065, 0.099, 0.063], [-0.180, -0.069, -0.144], [0.006, -0.071, 0.009], [0.007, -0.021, 0.057], [-0.028, 0.064, -0.001], [0.024, 0.026, -0.065], [0.021, 0.019, -0.001], [-0.034, -0.007, 0.003], [0.050, 0.030, 0.008], [-0.008, 0.003, -0.005], [-0.025, -0.016, -0.021], [-0.048, 0.023, 0.018], [-0.045, -0.010, 0.036], [0.015, 0.007, -0.011], [0.005, 0.008, 0.000], [-0.036, 0.001, 0.012], [0.019, -0.055, 0.009], [-0.015, 0.009, 0.016], [-0.003, 0.021, -0.006], [-0.014, 0.000, -0.023], [0.012, -0.046, 0.022]]
}

---

3.
{
  "formula": "C7H12NS",
  "method": "wB97M-V/def2-TZVPD",
  "smiles": "CCc1cc(C)sc1[NH3+]",
  "de_lowest_ev": 0.150,
  "gap_ha": 0.333,
  "homo_ev": -12.83,
  "charge": 1,
  "symbols": ["C", "C", "C", "C", "C", "C", "S", "C", "N", "H", "H", "H", "H", "H", "H", "H", "H", "H", "H", "H", "H"],
  "xyz": [[-2.1677, 1.5480, 0.3536], [-0.7882, 1.6815, -0.4212], [-0.0183, 0.3437, -0.3496], [0.5410, -0.0252, 0.8937], [1.2913, -1.1902, 1.0060], [1.8555, -1.8050, 2.2733], [1.1221, -1.9933, -0.5612], [0.3781, -0.6150, -1.2921], [0.1435, -0.5158, -2.7008], [-2.0426, 0.8600, 1.1034], [-2.8784, 1.1304, -0.3994], [-2.5208, 2.6044, 0.7733], [-0.0448, 2.3871, 0.0784], [-0.9881, 2.1480, -1.3995], [0.2637, 0.5582, 1.7572], [1.7407, -0.9187, 3.0127], [2.8823, -2.1602, 2.2272], [1.1220, -2.5318, 2.6758], [1.0561, -0.3457, -3.2303], [-0.6155, 0.2117, -2.8071], [-0.3319, -1.3722, -2.9935]],
  "forces_ev_per_a": [[0.074, 3.328, -2.409], [0.689, 0.362, 1.006], [0.728, -0.524, -1.588], [0.317, -0.791, 1.187], [-1.599, 0.485, -1.309], [-1.710, 2.006, 0.911], [1.127, 0.294, 0.134], [-0.720, 1.059, 2.989], [-0.511, 0.342, -0.723], [0.030, -1.455, 2.078], [0.170, 0.513, 0.834], [0.647, -2.453, -1.015], [-1.268, -0.603, -0.448], [0.297, -0.598, 0.038], [0.424, 0.190, 0.297], [0.703, -1.501, -0.972], [-0.204, -0.042, -0.065], [0.744, -0.050, -0.357], [-1.752, -0.065, 0.375], [1.397, -0.324, -0.356], [0.418, -0.173, -0.605]]
}

---

4.
{
  "formula": "C31H32BHgN6O2S4",
  "method": "wB97M-V/def2-TZVPD",
  "de_lowest_ev": 0.729,
  "gap_ha": [0.128, 0.178],
  "homo_ev": [0.62, -0.73],
  "spin_multiplicity": 2,
  "s_squared": 0.770,
  "charge": -2,
  "symbols": ["Hg", "S", "C", "C", "C", "C", "C", "C", "S", "C", "C", "C", "C", "C", "C", "C", "S", "C", "C", "C", "C", "C", "C", "S", "N", "H", "H", "H", "H", "H", "H", "H", "H", "H", "H", "H", "H", "H", "H", "H", "N", "C", "N", "C", "N", "C", "C", "N", "C", "C", "N", "H", "H", "H", "H", "H", "C", "C", "C", "O", "B", "O", "C", "C", "C", "H", "H", "H", "H", "H", "H", "H", "H", "H", "H", "H", "H"],
  "xyz": [[-0.1908, -0.1957, -0.7531], [-0.0563, 2.1853, -1.7340], [-1.1787, 3.2495, -0.9295], [-1.7495, 4.3041, -1.6690], [-2.6703, 5.1773, -1.1199], [-3.0799, 5.0251, 0.2027], [-2.5254, 4.0040, 0.9569], [-1.5735, 3.1295, 0.4213], [-0.9537, 1.8461, 1.4710], [0.7895, 2.3457, 1.6191], [1.6344, 1.2138, 2.1501], [2.6532, 1.5227, 3.0375], [3.4937, 0.4535, 3.4488], [3.1851, -0.8197, 3.1024], [1.9752, -1.1020, 2.3320], [1.4728, -2.3642, 2.2243], [-0.5798, -2.7006, -0.5412], [-2.2219, -3.0819, -0.9891], [-2.4194, -4.3094, -1.6621], [-3.6716, -4.8003, -1.9680], [-4.8132, -4.0822, -1.6236], [-4.6577, -2.8680, -0.9819], [-3.3937, -2.3621, -0.6701], [-3.3718, -0.7823, 0.1598], [1.3448, -0.0143, 1.7138], [-1.4558, 4.4015, -2.7086], [-3.0832, 5.9750, -1.7284], [-3.8085, 5.6973, 0.6401], [-2.8112, 3.8719, 1.9949], [0.8407, 3.1923, 2.3017], [1.1194, 2.6611, 0.6288], [2.8274, 2.5433, 3.3554], [4.3808, 0.6624, 4.0387], [3.8002, -1.6581, 3.4163], [0.6164, -2.5739, 1.5927], [2.0189, -3.2071, 2.6372], [-1.5304, -4.8645, -1.9382], [-3.7623, -5.7469, -2.4896], [-5.8030, -4.4612, -1.8477], [-5.5290, -2.2859, -0.7015], [4.1732, -1.3158, -2.2768], [3.4301, -0.7474, -1.3304], [2.1952, -0.6539, -1.7475], [2.2046, -1.2057, -3.0155], [3.4221, -1.6153, -3.3790], [1.0062, -1.3185, -3.8006], [0.9962, -2.0530, -4.9945], [-0.0672, -2.2587, -5.7426], [-1.2275, -1.6792, -5.2494], [-1.2399, -0.9449, -4.0912], [-0.1631, -0.7173, -3.3261], [5.1513, -1.5229, -2.2706], [3.8094, -0.4261, -0.3709], [1.9318, -2.4937, -5.3330], [-2.1363, -1.8378, -5.8179], [-2.1681, -0.4855, -3.7566], [-4.3584, -3.5344, 3.9802], [-3.0574, -2.8233, 3.6299], [-1.8733, -3.6846, 4.0368], [-3.0395, -2.6975, 2.1960], [-3.2081, -1.3736, 1.8662], [-3.2772, -0.5517, 2.9635], [-2.9777, -1.3338, 4.1445], [-1.5885, -0.9344, 4.6238], [-4.0045, -0.9731, 5.2072], [-4.3754, -4.4913, 3.4554], [-5.2230, -2.9553, 3.6490], [-4.4405, -3.7160, 5.0556], [-1.9906, -4.6714, 3.5839], [-1.8253, -3.7947, 5.1242], [-0.9368, -3.2566, 3.6766], [-0.8318, -1.0941, 3.8520], [-1.3077, -1.4922, 5.5222], [-1.5954, 0.1317, 4.8522], [-5.0228, -1.0999, 4.8359], [-3.8709, 0.0768, 5.4757], [-3.8680, -1.5856, 6.1032]],
  "forces_ev_per_a": [[0.144, -0.042, -0.246], [-0.040, -0.338, 0.107], [-0.126, -0.057, 0.167], [0.046, -0.030, -0.004], [0.034, -0.057, 0.028], [0.051, -0.035, -0.022], [0.104, -0.042, -0.032], [-0.069, 0.145, 0.098], [-0.080, -0.128, 0.094], [-0.075, 0.052, -0.164], [-0.048, -0.402, -0.053], [0.124, 0.014, 0.128], [-0.139, 0.107, -0.116], [-0.018, -0.025, -0.121], [0.088, 0.045, 0.022], [-0.013, -0.051, -0.214], [-0.103, 0.578, 0.049], [-0.421, -0.066, -0.113], [0.129, 0.169, 0.060], [-0.009, -0.005, 0.005], [0.055, -0.008, 0.014], [0.085, 0.054, -0.071], [0.005, -0.129, -0.021], [0.075, 0.051, 0.100], [-0.124, 0.166, 0.253], [-0.023, 0.009, 0.045], [0.009, -0.022, -0.011], [-0.005, -0.013, -0.003], [0.011, -0.004, -0.044], [0.050, 0.048, -0.012], [0.042, -0.063, -0.077], [-0.011, -0.023, -0.027], [0.021, -0.019, 0.056], [-0.031, 0.043, 0.008], [0.149, 0.060, 0.228], [0.017, 0.082, 0.054], [-0.054, -0.001, -0.022], [0.025, 0.000, 0.011], [0.004, 0.006, -0.026], [0.059, -0.005, -0.008], [0.129, -0.114, -0.294], [-0.216, 0.067, 0.116], [-0.348, 0.094, 0.072], [-0.003, 0.111, 0.214], [0.104, -0.033, 0.044], [-0.270, -0.082, -0.206], [0.047, 0.130, 0.185], [-0.145, -0.050, -0.110], [0.136, 0.013, 0.039], [0.035, 0.053, -0.053], [0.406, -0.190, -0.012], [0.087, -0.021, 0.031], [-0.084, -0.037, 0.011], [-0.013, -0.001, 0.021], [0.002, 0.024, 0.000], [-0.014, -0.049, 0.037], [-0.100, 0.026, 0.000], [0.017, 0.031, -0.027], [0.052, 0.013, -0.093], [-0.015, 0.210, -0.016], [0.219, -0.310, 0.220], [-0.098, 0.013, 0.032], [0.093, -0.024, -0.143], [0.055, 0.077, -0.165], [-0.071, 0.026, -0.055], [0.001, 0.027, 0.038], [0.023, -0.032, 0.020], [-0.010, 0.004, -0.067], [0.015, 0.014, 0.045], [-0.012, -0.017, -0.042], [-0.012, -0.055, 0.016], [0.000, -0.050, 0.029], [0.002, 0.069, -0.076], [0.006, 0.020, 0.031], [0.061, -0.020, 0.056], [-0.008, -0.052, 0.020], [-0.008, 0.051, -0.039]]
}